Entry 1:
Here is one molecule with the formula C26H28N2O6 from the OMol25 dataset. Energies are from ωB97M-V with the def2-TZVPD basis set.

Structure (ORCA input):
```
! wB97M-V def2-TZVPD RIJCOSX def2/J DEFGRID3
* xyz 0 1
C -6.58594 4.78146 -0.64996
C -7.14273 3.40661 -0.29453
C -6.35379 2.24429 -0.92030
N -5.46218 1.58375 0.02185
C -5.84934 0.38679 0.50333
O -6.89554 -0.14474 0.18207
C -4.94319 -0.32636 1.51967
H -5.49456 -1.21183 1.85145
H -4.71983 0.30632 2.38558
O -3.73253 -0.77981 0.92065
C -2.57903 -0.49991 1.53334
O -2.49035 0.17370 2.53135
C -1.40952 -1.08817 0.82536
C -1.57404 -1.92894 -0.27371
C -0.47508 -2.46717 -0.93149
C 0.78018 -2.14356 -0.45824
C 0.94832 -1.30400 0.64489
C -0.13410 -0.76576 1.30269
H -0.02121 -0.11862 2.15896
C 2.40460 -1.16333 0.90241
O 2.95981 -0.53416 1.76340
N 3.03035 -1.93924 -0.07434
C 2.12523 -2.55888 -0.93391
O 2.40551 -3.26696 -1.86497
C 4.43720 -2.09106 -0.17103
C 4.98818 -3.34408 -0.41927
C 6.35469 -3.48529 -0.50449
C 7.20288 -2.38760 -0.33272
C 6.64177 -1.13814 -0.08472
C 5.26810 -0.99289 -0.01186
H 4.84586 -0.01956 0.18061
H 7.25747 -0.26285 0.04667
O 8.52851 -2.65426 -0.44822
C 9.48132 -1.64233 -0.18641
C 9.66130 -1.37754 1.30550
H 8.73614 -1.02245 1.75270
H 10.43568 -0.63000 1.45388
H 9.95475 -2.29520 1.80891
H 10.41121 -2.03395 -0.60825
H 9.22389 -0.71942 -0.72029
H 6.79931 -4.44768 -0.70074
H 4.34718 -4.20079 -0.55042
H -0.59261 -3.11951 -1.78239
H -2.57196 -2.16604 -0.60833
C -4.25879 2.30708 0.38761
C -3.34765 2.54623 -0.80295
C -2.81348 1.36939 -1.56540
C -1.89449 2.18521 -0.71231
H -1.17725 2.82865 -1.19856
H -1.53121 1.75779 0.20996
H -2.72624 1.44842 -2.63824
H -3.09094 0.38346 -1.22688
H -3.58839 3.43128 -1.37876
H -3.71507 1.76391 1.15587
H -4.55212 3.27045 0.81921
H -7.04515 1.47476 -1.26703
H -5.76711 2.59669 -1.77056
H -8.17562 3.35406 -0.64061
H -7.16051 3.27909 0.78945
H -5.56567 4.90819 -0.29641
H -6.59428 4.92433 -1.72845
H -7.19793 5.56019 -0.20060
*
```

Summary:
SMILES string = CCCN(CC1CC1)C(=O)COC(=O)c1ccc2c(c1)C(=O)N(c1ccc(OCC)cc1)C2=O
electronic energy = -42682.300 eV
energy relative to the best compared isomer or geometry (same formula, charge and spin) = 136.05 kJ/mol
gap between HOMO and LUMO = 0.27607 hartree
HOMO = -8.40 eV

---

Entry 2:
Here is an isolated ion of composition CF4NO and charge +1 at a distorted geometry from the OMol25 dataset. Energies are from ωB97M-V with the def2-TZVPD basis set.

Structure (ORCA input):
```
! wB97M-V def2-TZVPD RIJCOSX def2/J DEFGRID3
* xyz 1 1
C -0.06078 0.81062 -0.59090
N -0.16787 -0.59380 0.35749
O -0.79225 0.88344 -1.45391
F 0.91317 1.36663 -0.07097
F 1.09039 -0.92960 0.49540
F -0.70689 -0.67873 1.57222
F -0.80870 -1.55479 -0.38056
*
```

Summary:
SMILES string = O=C(F)[N+](F)(F)F
electronic energy = -15428.433 eV
energy relative to the best compared isomer or geometry (same formula, charge and spin) = 17.56 kJ/mol
gap between HOMO and LUMO = 0.51440 hartree
HOMO = -20.06 eV

---

Entry 3:
Here is a 2-piece molecular cluster, CH3PSi overall at a distorted geometry from the OMol25 dataset. Energies are from ωB97M-V with the def2-TZVPD basis set.

Structure (ORCA input):
```
! wB97M-V def2-TZVPD RIJCOSX def2/J DEFGRID3
* xyz 0 1
C 2.27883 -0.28171 -0.01922
Si -2.21604 -0.00747 -0.61633
P 1.93534 1.17679 -0.48187
H 2.16336 -1.28056 0.31892
H -0.95030 0.50558 0.31810
H -3.21120 -0.11262 0.48041
*
```

Summary:
electronic energy = -18246.954 eV
energy relative to the best compared isomer or geometry (same formula, charge and spin) = 261.77 kJ/mol
gap between HOMO and LUMO = 0.28101 hartree
HOMO = -8.82 eV

---

Question: Number 2 is which compound?
Answer: CF4NO

---

Repeat the second record exactly.
Here is an isolated ion of composition CF4NO and charge +1 at a distorted geometry from the OMol25 dataset. Energies are from ωB97M-V with the def2-TZVPD basis set.

Structure (ORCA input):
```
! wB97M-V def2-TZVPD RIJCOSX def2/J DEFGRID3
* xyz 1 1
C -0.06078 0.81062 -0.59090
N -0.16787 -0.59380 0.35749
O -0.79225 0.88344 -1.45391
F 0.91317 1.36663 -0.07097
F 1.09039 -0.92960 0.49540
F -0.70689 -0.67873 1.57222
F -0.80870 -1.55479 -0.38056
*
```

Summary:
SMILES string = O=C(F)[N+](F)(F)F
electronic energy = -15428.433 eV
energy relative to the best compared isomer or geometry (same formula, charge and spin) = 17.56 kJ/mol
gap between HOMO and LUMO = 0.51440 hartree
HOMO = -20.06 eV